A structure of composition C30H45BrN4OP2Zn, computed with wB97M-V/def2-TZVPD.

Geometry (Å):
C1 5.4989 -1.9391 -5.0962
C2 5.3132 -1.7223 -3.7197
C3 6.5068 -1.5504 -2.9934
C4 7.7523 -1.6012 -3.6310
N1 7.8917 -1.8052 -4.9345
C5 6.7892 -1.9736 -5.6498
C6 3.9770 -1.6847 -3.0607
C7 2.9700 -1.5306 -2.3561
C8 1.9424 -0.9691 -1.5762
C9 1.0261 -0.0360 -2.0760
C10 0.1626 0.5815 -1.2419
C11 0.1665 0.1377 0.0752
C12 0.6276 -1.1009 0.3961
C13 1.6552 -1.6913 -0.3894
Zn1 0.2342 -3.3171 -0.8909
P1 -1.8451 2.6948 0.2308
H1 6.4871 -1.3265 -1.9390
H2 4.6519 -2.0320 -5.7581
H3 8.6848 -1.4481 -3.0775
H4 6.9449 -2.1168 -6.7240
H5 2.4985 -2.2282 0.0433
H6 1.1474 0.4005 -3.0576
H7 0.6194 -1.3145 1.5105
H8 -0.4056 1.4716 -1.6432
C14 -3.1761 3.4276 1.1798
C15 -2.6330 4.5332 2.0855
H9 -3.7231 2.6227 1.7340
H10 -3.8737 3.8413 0.4144
H11 -3.4468 4.9666 2.6556
H12 -1.9002 4.1378 2.7781
H13 -2.1716 5.3128 1.4871
C16 -0.1851 3.0055 0.8994
C17 0.8326 3.5848 -0.0662
H14 0.2178 2.0410 1.2135
H15 -0.3035 3.6018 1.8068
H16 1.8165 3.5573 0.4274
H17 0.9241 2.9841 -0.9817
H18 0.5959 4.6205 -0.3388
C18 -2.0249 3.4429 -1.4140
C19 -2.1642 4.9544 -1.2549
H19 -2.9174 2.9787 -1.8708
H20 -1.1505 3.1802 -2.0279
H21 -2.2529 5.3941 -2.2509
H22 -3.0520 5.2255 -0.6768
H23 -1.2887 5.3779 -0.7489
Br1 -1.9668 0.2388 0.8818
P2 0.7905 -1.1088 4.1302
C20 0.2931 0.6316 3.6889
C21 0.3115 1.5672 4.9185
H24 -0.6971 0.6556 3.2047
H25 1.0626 1.0067 2.9825
H26 0.4241 2.6191 4.6234
H27 -0.5977 1.5377 5.5219
H28 1.1539 1.3266 5.5767
C22 -0.6465 -2.2289 3.7785
C23 -0.7627 -3.1600 4.9978
H29 -0.4354 -2.8467 2.8999
H30 -1.5736 -1.6512 3.6889
H31 -1.7241 -3.6382 5.0967
H32 -0.0298 -3.9625 4.9768
H33 -0.5900 -2.6586 5.9479
C24 2.1983 -1.3393 2.9436
C25 3.5720 -1.2901 3.5994
H34 2.2657 -0.4412 2.2793
H35 2.0738 -2.3290 2.4369
H36 4.2646 -1.7750 2.8946
H37 3.8782 -0.2335 3.6568
H38 3.5776 -1.7798 4.5814
C26 -4.6052 -4.4375 -1.1903
N2 -4.3662 -3.0846 -1.7144
C27 -5.0873 -2.6791 -2.8293
C28 -4.8271 -1.4880 -3.4167
C29 -3.7126 -0.7985 -2.8814
N3 -2.9129 -1.2217 -1.9197
C30 -3.1504 -2.4455 -1.3517
O1 -2.4011 -2.9260 -0.4784
N4 -3.3781 0.4075 -3.3784
H39 -3.6754 -5.0025 -1.2367
H40 -5.3263 -4.9918 -1.8023
H41 -4.9862 -4.4583 -0.1710
H42 -5.8374 -3.3595 -3.2539
H43 -5.3954 -1.0687 -4.2488
H44 -3.9168 0.8682 -4.0942
H45 -2.6837 0.8561 -2.8311

Relative energy (zero: lowest compared OMol25 entry of this formula, charge and spin) in kJ/mol: 149.3
HOMO (spin up / spin down) in eV: -12.318 / -12.318
Orbital gap (spin up / spin down) in eV: 4.7 / 5.1
Charge: +2
Max |F| in hartree/bohr: 0.08028
Electronic energy in a.u.: -6499.647000
2S+1: 1

Mulliken atomic charge list, values in e, 8 entries: C -0.429; C 0.636; C -0.362; C -0.327; N -0.523; C -0.304; C 0.126; C -1.230